(1)
{"formula": "C3H8S", "method": "ωB97M-V/def2-TZVPD", "symbols": ["C", "C", "C", "S", "H", "H", "H", "H", "H", "H", "H", "H"], "coordinates": [[0.819006, 0.672641, 0.897121], [0.699660, -0.083530, -0.345133], [-0.624834, -0.806014, -0.695680], [-2.127349, 0.234648, -0.658495], [1.942950, 1.034932, 0.868607], [0.671360, 0.175237, 1.777674], [0.143667, 1.481592, 0.903963], [0.721106, 0.613062, -1.299619], [1.515633, -0.782745, -0.577924], [-0.512330, -1.275191, -1.721424], [-1.090424, -1.368706, 0.123281], [-2.158446, 0.104075, 0.727628]], "atomic_forces_ev_per_a": [[3.6, 1.8, -1.4], [-1.2, -0.4, -4.6], [-0.2, 0.0, 0.3], [-0.1, 0.8, 0.8], [-2.3, -0.2, 0.5], [-0.3, -1.8, 2.2], [-0.6, 1.3, -0.1], [0.5, -0.7, 2.0], [-0.1, 0.0, 0.6], [-0.5, 0.1, 1.5], [1.6, -1.5, -0.6], [-0.4, 0.5, -1.3]], "e_above_lowest_kj_mol": 112.1, "smiles": "CCCS", "orbital_gap_ev": 9.831, "homo_energy_ev": -8.91, "lumo_energy_ha": 0.0338}

---

(2)
{"formula": "C3H9N5", "method": "ωB97M-V/def2-TZVPD", "symbols": ["N", "C", "N", "N", "C", "N", "C", "N", "H", "H", "H", "H", "H", "H", "H", "H", "H"], "coordinates": [[-1.866306, 1.058680, -0.030387], [-1.337378, -0.127906, -0.046156], [-2.043363, -1.269571, 0.060770], [0.033566, -0.170873, 0.041852], [0.867153, 1.123530, 0.119263], [2.168431, 0.526383, -0.006939], [2.159383, -0.777591, -0.039756], [0.898841, -1.196175, 0.086356], [-1.322869, 1.820154, -0.055535], [-2.881607, 1.297082, -0.072045], [-1.653188, -2.195225, 0.150686], [-2.984090, -1.307295, -0.229862], [0.608874, 1.855817, -0.804284], [0.728201, 1.778100, 0.929497], [2.993551, 1.132702, -0.015766], [3.092981, -1.299825, -0.218415], [0.537824, -2.247985, 0.130718]], "atomic_forces_ev_per_a": [[-4.0, -1.5, -0.4], [1.2, -2.7, 1.2], [1.2, 0.6, -0.3], [-1.2, 4.2, 0.4], [-1.4, 0.0, -3.9], [0.7, 1.2, 0.1], [-0.9, 0.7, 0.0], [0.5, -5.5, -0.3], [2.3, 3.3, -0.2], [1.1, -0.9, 0.1], [0.3, 0.2, 0.0], [-1.3, 0.3, -0.2], [0.7, -1.9, 1.5], [-0.2, 0.1, 1.9], [-0.1, -0.6, -0.1], [-0.4, -0.7, 0.4], [1.4, 3.1, -0.2]], "e_above_lowest_kj_mol": 104.1, "charge": 2, "smiles": "NC(=[NH2+])N1C[NH+]=CN1", "orbital_gap_ev": 10.062, "homo_energy_ev": -18.16, "lumo_energy_ha": -0.2977}

---

(3)
{"formula": "C31H42HfN2O8SbSe4Si", "method": "ωB97M-V/def2-TZVPD", "symbols": ["Hf", "O", "C", "O", "C", "C", "C", "C", "C", "N", "C", "O", "O", "H", "H", "H", "H", "H", "N", "C", "C", "C", "C", "C", "C", "C", "C", "C", "C", "C", "C", "H", "H", "H", "H", "H", "H", "H", "H", "H", "H", "C", "C", "C", "C", "O", "Si", "O", "O", "C", "C", "C", "C", "O", "C", "C", "C", "C", "H", "H", "H", "H", "H", "H", "H", "H", "H", "H", "H", "H", "H", "H", "H", "H", "H", "H", "H", "H", "H", "H", "H", "H", "H", "H", "H", "Se", "Sb", "Se", "Se", "Se"], "coordinates": [[-1.183443, -1.184789, -0.546064], [-5.668137, -0.870611, -1.405166], [-4.421960, -1.214281, -1.020458], [-3.393611, -0.867259, -1.679342], [-4.284033, -1.976373, 0.296273], [-5.237685, -2.717100, 0.994973], [-4.865771, -3.245162, 2.238444], [-3.591423, -2.988449, 2.697459], [-2.635251, -2.380165, 1.881559], [-3.029571, -1.904824, 0.687154], [-1.222542, -2.011808, 2.312471], [-0.954000, -2.192293, 3.449594], [-0.443447, -1.551373, 1.362485], [-5.710978, -0.567076, -2.308868], [-6.215116, -2.858056, 0.555697], [-5.475395, -3.863221, 2.875540], [-3.325198, -3.395718, 3.644055], [0.497345, -5.067573, 0.876591], [-0.614464, 0.166943, -2.548809], [0.435328, -0.094588, -3.550947], [0.296329, 0.406755, -4.837680], [1.201843, 0.036231, -5.835933], [2.184706, -0.940838, -5.569420], [2.329749, -1.341256, -4.289958], [1.472659, -0.966645, -3.206577], [1.820297, -1.674430, -1.926136], [2.460025, -2.910089, -2.052955], [2.934539, -3.687622, -1.015634], [2.884929, -3.124827, 0.244990], [2.252205, -1.889347, 0.471340], [1.720124, -1.208311, -0.595854], [-0.392032, 1.111246, -2.191901], [-1.463444, 0.319283, -3.075629], [-0.497032, 1.099300, -5.048810], [1.025306, 0.381893, -6.835848], [2.776780, -1.445462, -6.342756], [3.194832, -1.972921, -4.107513], [2.496639, -3.314313, -3.033106], [3.400501, -4.650108, -1.213812], [3.289451, -3.696827, 1.040167], [2.112462, -1.561241, 1.474797], [0.905658, 0.510101, 4.251678], [1.614503, 1.502896, 3.381945], [3.096846, 1.228495, 3.642583], [1.289754, 2.929646, 3.718178], [1.355652, 1.274553, 1.993515], [0.626155, 1.291771, 0.548324], [0.857504, -0.152957, -0.300998], [-1.052143, 1.158230, 0.417649], [-2.036072, 2.244494, 0.587857], [-2.209992, 2.781489, -0.820560], [-1.551927, 3.368028, 1.524333], [-3.294660, 1.622746, 1.150546], [1.014184, 2.579234, -0.360160], [2.302204, 2.938970, -0.936459], [3.306173, 1.796489, -0.793078], [2.793208, 4.159439, -0.076519], [1.956998, 3.249050, -2.350781], [1.237095, 0.727173, 5.267434], [1.227070, -0.498925, 3.926921], [-0.183952, 0.536570, 4.187179], [3.356998, 1.419254, 4.647430], [3.634409, 1.900711, 3.001758], [3.302867, 0.179074, 3.413295], [1.529260, 3.170527, 4.784972], [0.253758, 3.214387, 3.539593], [1.961819, 3.535899, 3.081848], [-1.208801, 3.068205, -1.139265], [-2.841050, 3.634197, -0.890397], [-2.663093, 1.988114, -1.481113], [-0.640332, 3.832371, 1.092664], [-1.405351, 3.031883, 2.505068], [-2.295527, 4.167374, 1.618354], [-3.846162, 0.957616, 0.451926], [-3.980817, 2.363930, 1.569419], [-2.991012, 0.999286, 1.983755], [3.437753, 1.450159, 0.237656], [4.283220, 2.090432, -1.140908], [2.959928, 0.857416, -1.360850], [2.659943, 3.891008, 0.974769], [2.216654, 5.096172, -0.319280], [3.824015, 4.387503, -0.287792], [1.623074, 2.320926, -2.848316], [2.878028, 3.645032, -2.886784], [1.263757, 4.085743, -2.382092], [-0.418937, -5.082679, 2.061450], [-1.449296, -6.753276, 0.478218], [-0.104804, -7.812132, -1.038443], [-3.607503, -5.844533, 0.130855], [-1.148613, -3.228813, -1.621767]], "atomic_forces_ev_per_a": [[-0.9, 0.9, -0.8], [1.2, -1.3, 1.5], [0.9, 0.8, -1.5], [-2.2, -0.5, 2.2], [-0.6, 0.1, -1.1], [-0.1, 0.4, -0.1], [0.4, 0.5, -0.8], [0.6, -0.3, -0.4], [-1.4, 0.7, -0.5], [1.8, 0.4, 1.1], [-0.7, -0.5, -1.7], [0.9, 0.0, 2.1], [-1.0, -0.2, 0.7], [0.3, 0.4, -0.7], [-0.1, 0.0, 0.1], [-0.5, 0.1, -0.3], [0.5, 0.0, 0.6], [0.0, 0.4, 0.6], [0.3, 1.1, 0.0], [-0.1, -1.3, 1.3], [1.2, -0.2, -0.3], [-0.5, -0.9, 0.2], [-1.0, 1.0, -1.2], [0.4, -0.2, 1.6], [0.9, -0.4, -1.1], [0.5, 0.4, 0.6], [-0.5, -0.2, -0.2], [0.1, 0.9, 0.0], [-0.4, 0.4, -0.1], [0.8, -1.5, -0.5], [-0.1, -0.1, -0.3], [-0.2, -0.4, 0.1], [-0.4, -0.1, -0.1], [-0.3, 0.2, -0.1], [0.1, 0.2, -0.3], [-0.1, 0.7, 0.2], [-0.3, 0.1, 0.2], [0.0, -0.4, -0.5], [-0.2, 0.2, 0.1], [0.2, -0.2, 0.9], [-0.1, 0.4, 0.4], [-0.5, -0.8, -0.4], [0.3, -0.3, 1.0], [-0.7, -0.2, -1.6], [0.7, 1.0, 0.4], [-0.7, -0.3, -1.8], [0.4, -0.1, 1.0], [-0.1, 0.9, -0.4], [0.5, 0.2, 0.8], [-0.5, 0.6, -0.3], [0.1, -1.2, -0.5], [0.2, 0.5, -1.9], [-0.3, -0.7, 0.2], [-0.3, -0.8, 0.3], [0.4, 0.6, 1.7], [-0.9, -1.7, -0.6], [-1.2, 0.1, -1.1], [1.8, 0.7, -1.2], [-0.2, -0.3, 0.1], [-0.3, 0.4, 0.5], [0.0, 0.1, 0.1], [0.2, 0.3, 1.2], [0.8, 0.1, -0.3], [0.2, 0.2, -0.1], [-0.2, -0.3, -0.9], [0.1, -0.1, 0.0], [-0.5, 0.1, 0.4], [-0.1, 0.0, -0.5], [-0.6, 0.8, 0.2], [0.6, 0.7, 0.5], [-0.4, -0.3, 0.5], [0.5, -0.7, 1.4], [-0.1, -0.2, -0.4], [0.4, 0.6, 0.2], [0.1, 0.0, -0.3], [0.0, -0.2, 0.3], [-0.1, 0.3, 0.1], [0.3, 0.1, -0.3], [0.6, 1.5, 0.5], [0.1, 0.2, -0.1], [0.3, -1.0, 0.3], [0.5, 0.0, 0.0], [-0.1, 0.6, 0.0], [-0.9, -0.7, 0.5], [-0.5, -0.3, -0.1], [0.7, -0.6, -0.6], [-1.3, 1.3, 0.0], [0.6, -0.5, -0.3], [0.1, -0.6, 0.1], [0.3, -1.3, -0.6]], "e_above_lowest_kj_mol": 13.5, "charge": 1, "orbital_gap_ev": 5.782, "homo_energy_ev": -9.87, "lumo_energy_ha": -0.1504}

---

(4)
{"formula": "C30H23ClN7SeV", "method": "ωB97M-V/def2-TZVPD", "symbols": ["V", "C", "C", "C", "C", "C", "C", "N", "C", "C", "C", "C", "C", "N", "C", "C", "C", "C", "C", "C", "N", "H", "H", "H", "H", "H", "H", "H", "H", "H", "H", "H", "H", "H", "H", "H", "Se", "N", "C", "C", "C", "C", "C", "N", "C", "C", "N", "C", "C", "C", "C", "C", "N", "H", "H", "H", "H", "H", "H", "Cl", "C", "H", "H"], "coordinates": [[-0.140622, -0.278653, -0.027610], [-1.955983, -0.646330, 3.018333], [-0.502146, -0.362610, 3.238482], [-0.008979, -0.209866, 4.529933], [1.338708, -0.015967, 4.730250], [2.180785, -0.008203, 3.631426], [1.632965, -0.154402, 2.373109], [0.301462, -0.289011, 2.165611], [2.497607, -0.176588, 1.155297], [3.880457, -0.178235, 1.184373], [4.576505, -0.173609, -0.012040], [3.883681, -0.138399, -1.208695], [2.500569, -0.138250, -1.184614], [1.838092, -0.196587, -0.015952], [1.638558, -0.088942, -2.402730], [2.192144, 0.055397, -3.657505], [1.354743, 0.037510, -4.760467], [0.008161, -0.165988, -4.563292], [-0.489191, -0.314817, -3.272989], [-1.936348, -0.632588, -3.062335], [0.307255, -0.222107, -2.198259], [-2.401152, -1.047718, 3.927390], [-2.072734, -1.379932, 2.225683], [-2.509873, 0.254143, 2.742198], [-0.696333, -0.262062, 5.363279], [1.738027, 0.107490, 5.728589], [3.245841, 0.113823, 3.759247], [4.414926, -0.195735, 2.122319], [5.658032, -0.192057, -0.010973], [4.419909, -0.125731, -2.145610], [3.257922, 0.173241, -3.782607], [1.757157, 0.154700, -5.758243], [-0.674880, -0.234721, -5.398800], [-2.377933, -0.987232, -3.992161], [-2.505744, 0.237443, -2.727745], [-2.027403, -1.420960, -2.318901], [-5.329099, 5.471909, 0.024787], [-5.455022, 3.688751, 0.013918], [-4.234416, 3.232895, 0.006638], [-3.917069, 1.796777, -0.006630], [-4.904440, 0.813084, -0.016496], [-4.520237, -0.508139, -0.035882], [-3.164893, -0.810315, -0.040721], [-2.207744, 0.116792, -0.026096], [-2.584424, 1.414459, -0.012772], [-1.497880, 2.420983, -0.009499], [-0.236921, 1.940036, -0.022294], [0.769188, 2.807734, -0.026650], [0.577523, 4.185080, -0.016218], [-0.707364, 4.676059, -0.002034], [-1.773652, 3.779025, 0.000475], [-3.179172, 4.212082, 0.010454], [-3.541009, 5.463134, 0.020427], [-5.946477, 1.105621, -0.011302], [-5.245175, -1.309692, -0.047853], [-2.816046, -1.834935, -0.058469], [1.764786, 2.382465, -0.038637], [1.433825, 4.844404, -0.020357], [-0.908584, 5.739588, 0.005148], [0.577769, -3.279011, -1.381157], [-0.053209, -2.430213, 0.156005], [0.663004, -2.755704, 0.915717], [-0.969647, -2.991415, 0.375707]], "atomic_forces_ev_per_a": [[-0.5, 0.0, 0.1], [0.0, 0.0, 0.1], [0.0, 0.0, -0.2], [-0.1, -0.1, 0.0], [0.1, 0.0, 0.1], [0.0, 0.0, 0.1], [0.0, -0.1, -0.4], [0.3, 0.1, 0.1], [-0.3, 0.0, -0.1], [0.1, 0.0, 0.1], [0.0, 0.0, 0.0], [0.1, 0.0, -0.1], [-0.3, -0.1, 0.1], [1.1, 0.2, 0.0], [0.0, -0.1, 0.4], [0.0, 0.0, -0.2], [0.1, 0.0, 0.0], [-0.1, -0.1, 0.0], [0.0, 0.1, 0.2], [0.0, 0.0, -0.1], [0.3, 0.0, -0.1], [0.0, 0.0, 0.0], [0.0, 0.0, 0.0], [0.0, 0.0, 0.0], [0.0, 0.0, 0.0], [0.0, 0.0, 0.0], [0.0, 0.0, 0.0], [0.0, 0.0, 0.0], [0.0, 0.0, 0.0], [0.0, 0.0, 0.0], [0.0, 0.0, 0.0], [0.0, 0.0, 0.0], [0.0, 0.0, 0.0], [0.0, 0.0, 0.0], [0.1, 0.0, 0.0], [0.0, 0.0, 0.0], [0.0, 0.0, 0.0], [0.1, 0.3, 0.0], [0.1, -0.4, 0.0], [-0.3, 0.4, 0.0], [-0.1, 0.1, 0.0], [0.1, -0.1, 0.0], [0.0, 0.0, 0.0], [-0.7, 0.2, 0.0], [0.6, 0.1, 0.0], [-0.1, -0.6, 0.0], [-0.3, 0.0, 0.0], [-0.1, -0.1, 0.0], [0.1, -0.1, 0.0], [-0.1, 0.1, 0.0], [-0.4, 0.3, 0.0], [0.4, -0.2, 0.0], [-0.3, 0.0, 0.0], [0.0, 0.0, 0.0], [0.0, 0.0, 0.0], [0.0, 0.0, 0.0], [0.0, 0.0, 0.0], [0.0, 0.0, 0.0], [0.0, 0.0, 0.0], [-0.1, 0.2, 0.3], [-0.1, -0.4, -0.4], [0.0, 0.0, 0.0], [0.0, 0.0, 0.0]], "e_above_lowest_kj_mol": 26.3, "charge": 1, "spin_multiplicity": 4, "s2": 3.77, "orbital_gap_ev": [6.165, 6.883], "homo_energy_ev": [-9.46, -10.17], "lumo_energy_ha": [-0.1211, -0.1209]}

---

(5)
{"formula": "C7H7IrN5OS", "method": "ωB97M-V/def2-TZVPD", "symbols": ["Ir", "N", "C", "S", "N", "N", "C", "C", "C", "C", "C", "C", "N", "H", "H", "H", "H", "H", "H", "H", "O", "N"], "coordinates": [[-0.754534, -1.123964, 0.712179], [1.769215, -4.232583, -0.722538], [1.090519, -3.167174, -0.421117], [-0.555771, -3.313350, 0.274397], [1.671629, -1.971346, -0.699294], [0.960635, -0.947243, -0.317042], [1.371853, 0.299773, -0.546885], [0.461984, 1.324277, -0.204348], [0.717238, 2.662787, -0.499441], [-0.292250, 3.610855, -0.295292], [-1.515620, 3.182613, 0.165572], [-1.715174, 1.817309, 0.470524], [-0.757487, 0.915962, 0.324003], [1.407914, -5.175270, -0.574696], [2.707090, -4.151828, -1.124048], [2.339862, 0.479954, -1.007236], [1.680971, 2.952921, -0.902117], [-0.115064, 4.656176, -0.517616], [-2.338064, 3.871993, 0.313349], [-2.670699, 1.477730, 0.851261], [-3.261636, -1.763745, 2.399950], [-2.202613, -1.405846, 2.320438]], "atomic_forces_ev_per_a": [[0.0, -0.7, 0.6], [0.0, 0.0, 0.0], [-0.1, -0.2, -0.1], [0.3, 0.2, 0.1], [0.4, 0.1, 0.0], [-0.6, 0.0, -0.2], [0.2, -0.1, 0.0], [-0.1, 0.2, -0.1], [0.0, -0.1, 0.0], [-0.1, 0.1, 0.0], [0.0, 0.0, 0.0], [0.0, 0.0, 0.1], [0.2, 0.2, 0.0], [0.0, 0.0, 0.0], [0.0, 0.0, 0.0], [0.0, 0.0, 0.0], [0.0, 0.0, 0.0], [0.0, 0.0, 0.0], [0.0, 0.0, 0.0], [0.0, 0.0, 0.0], [-0.1, 0.0, 0.0], [-0.1, 0.2, -0.5]], "charge": 3, "spin_multiplicity": 5, "s2": 6.06, "orbital_gap_ev": [7.755, 6.654], "homo_energy_ev": [-20.76, -21.83], "lumo_energy_ha": [-0.4778, -0.5579]}